15
Properties=species:S:1:pos:R:3 method="wB97M-V/def2-TZVPD" e_tot_ha=-341.90716 homo_energy_ev=-8.88
H 0.28085 -0.71457 1.69541
O 0.20045 -1.08714 2.80575
N 0.38751 -0.59269 0.34444
H 1.01088 -0.75452 3.13705
C -0.30588 0.46736 -0.20807
C 0.87638 -1.45294 -0.58066
C -0.30337 0.21923 -1.61522
N 0.51140 -1.04481 -1.79699
H 0.77353 -1.28731 -2.75893
H 1.47902 -2.33209 -0.27051
H -1.07075 0.37754 -2.35413
C -0.86787 1.73002 0.34281
H -1.67078 1.57749 1.08632
H -0.08371 2.50011 0.66991
H -1.21767 2.39431 -0.49717